[1]
An isolated ion of composition C3H6NO2 and charge -1 at a distorted geometry. Source: OMol25; level of theory: ωB97M-V with the def2-TZVPD basis set.

Output
strongest force on any atom: 3.4 eV Å⁻¹
charge: -1
energy above the lowest of the compared OMol25 structures with the same formula, charge and spin: 223.2 kJ/mol
orbital gap: 7.12 eV
structure (SMILES): CC(=O)NC[O-]

The geometry in XYZ format:
```
12
Properties=species:S:1:pos:R:3:nbo_charge:R:1
C -1.3290 0.5804 -0.8914 -0.737
C -0.8872 -0.1370 0.3968 0.699
O -1.5412 -0.0772 1.4355 -0.626
N 0.2524 -0.8823 0.3313 -0.753
C 1.6235 -0.1857 0.6712 0.124
O 2.3929 0.0198 -0.4836 -0.944
H -2.2822 0.0716 -1.1664 0.213
H -1.6240 1.6276 -0.6708 0.220
H -0.5807 0.6402 -1.7442 0.234
H 0.5250 -1.3531 -0.5408 0.384
H 2.0871 -0.9877 1.3521 0.088
H 1.3635 0.6835 1.3103 0.099
```

[2]
One molecule with the formula C3H6NO2. Source: OMol25; level of theory: ωB97M-V with the def2-TZVPD basis set.

Output
strongest force on any atom: 0.8 eV Å⁻¹
spin multiplicity: 2
energy above the lowest of the compared OMol25 structures with the same formula, charge and spin: 77.9 kJ/mol
orbital gap (alpha / beta): 11.08 / 8.23 eV

The geometry in XYZ format:
```
12
Properties=species:S:1:pos:R:3:nbo_charge:R:1
C 1.0234 -1.7001 -0.0479 0.532
N -0.1307 -0.9793 0.0466 -0.619
C -0.2535 0.3274 -0.5781 -0.209
C -0.6049 1.4182 0.4573 -0.132
O -0.7808 2.5509 -0.2874 -0.254
O 1.2780 -2.6747 0.6098 -0.583
H 1.7205 -1.3561 -0.8366 0.106
H -0.6835 -1.1206 0.8792 0.399
H 0.6848 0.5921 -1.0518 0.210
H -0.9951 0.2978 -1.3737 0.202
H -1.4993 1.1739 1.0350 0.168
H 0.2410 1.4704 1.1475 0.179
```

[3]
An isolated ion of composition C3H6NO2 and charge +1 at a distorted geometry. Source: OMol25; level of theory: ωB97M-V with the def2-TZVPD basis set.

Output
strongest force on any atom: 5.4 eV Å⁻¹
charge: +1
energy above the lowest of the compared OMol25 structures with the same formula, charge and spin: 271.1 kJ/mol
orbital gap (alpha / beta): 7.90 / 7.90 eV

The geometry in XYZ format:
```
12
Properties=species:S:1:pos:R:3:nbo_charge:R:1
C -1.1315 -0.8250 0.0043 0.426
C 1.3988 -0.7667 0.0458 0.218
C 0.3485 0.1435 -0.0939 0.033
N 0.4042 1.5183 0.0266 -0.854
O 2.6782 -0.3866 0.0621 -0.637
O -2.2271 -0.1945 -0.0081 -0.532
H -1.2139 -1.9222 0.1927 0.209
H 1.3998 -1.9120 0.1224 0.239
H 2.9067 0.4619 -0.4200 0.520
H 0.9029 1.7882 0.8540 0.408
H -0.0610 2.2937 -0.4420 0.441
H -2.9475 -0.8218 0.1408 0.529
```

[4]
An isolated ion of composition C3H6NO2S and charge -1 at a distorted geometry. Source: OMol25; level of theory: ωB97M-V with the def2-TZVPD basis set.

Output
strongest force on any atom: 2.3 eV Å⁻¹
charge: -1
energy above the lowest of the compared OMol25 structures with the same formula, charge and spin: 390.8 kJ/mol
orbital gap (alpha / beta): 8.16 / 6.41 eV

The geometry in XYZ format:
```
13
Properties=species:S:1:pos:R:3:nbo_charge:R:1
C 1.2702 -0.1392 0.6727 -0.302
C 0.2379 -0.4781 -0.4161 -0.153
C -1.0115 0.3933 -0.2227 -0.604
N 0.6747 -0.2920 -1.8217 -0.907
O 0.8011 -2.8540 -2.1917 -1.009
O 1.7419 -1.2890 -3.8828 -0.982
S 0.7401 -1.5133 -2.8229 1.884
H 1.6073 0.8899 0.6770 0.143
H 2.0911 -0.8412 0.7519 0.157
H -0.0350 -1.5377 -0.2918 0.192
H -1.3543 0.3542 0.8107 0.183
H -1.8157 0.0604 -0.8772 0.202
H -0.7672 1.4228 -0.4708 0.197
```

[5]
A 2-piece molecular cluster, C3H6NO3 overall at a distorted geometry. Source: OMol25; level of theory: ωB97M-V with the def2-TZVPD basis set.

Output
strongest force on any atom: 1.6 eV Å⁻¹
charge: -1
energy above the lowest of the compared OMol25 structures with the same formula, charge and spin: 105.6 kJ/mol
orbital gap: 8.69 eV

The geometry in XYZ format:
```
13
Properties=species:S:1:pos:R:3:nbo_charge:R:1
N 2.8916 -1.6265 -0.0656 -0.899
C 1.6897 -0.9149 -0.2625 0.852
O 0.9536 -0.7097 0.7596 -0.820
O 1.5116 -0.3989 -1.4019 -0.790
H 2.9140 -2.2988 0.7064 0.366
H 3.3521 -1.8844 -0.9252 0.370
C -2.8524 1.5679 0.0338 -0.616
C -1.7766 0.8001 0.3313 0.196
O -0.5349 1.2465 0.0365 -0.734
H -3.8819 1.2652 0.2843 0.181
H -2.6810 2.5357 -0.4395 0.191
H -1.8384 -0.1855 0.8318 0.165
H 0.2524 0.6031 0.1111 0.538
```

[6]
One molecule with the formula C3H6NO3 at a distorted geometry. Source: OMol25; level of theory: ωB97M-V with the def2-TZVPD basis set.

Output
strongest force on any atom: 4.8 eV Å⁻¹
spin multiplicity: 2
energy above the lowest of the compared OMol25 structures with the same formula, charge and spin: 72.4 kJ/mol
orbital gap (alpha / beta): 11.31 / 6.45 eV

The geometry in XYZ format:
```
13
Properties=species:S:1:pos:R:3:nbo_charge:R:1
C -0.5080 -0.5334 0.5101 -0.265
C -1.2689 -0.0342 -0.7127 -0.102
O -1.4852 1.3972 -0.6568 -0.710
N 0.9601 -0.7762 0.3908 -0.603
C 1.8503 0.3092 0.2592 0.822
O 3.0384 0.0272 0.1451 -0.353
O 1.3470 1.4518 0.3475 -0.502
H -0.4437 0.2770 1.2660 0.238
H -0.9107 -1.4357 0.9762 0.220
H -2.2843 -0.4121 -0.5361 0.189
H -0.9750 -0.3047 -1.7246 0.189
H -0.6200 1.7031 -0.3284 0.477
H 1.2999 -1.6694 0.0638 0.400
```

[7]
An isolated ion of composition C3H6NO3 and charge +1 at a distorted geometry. Source: OMol25; level of theory: ωB97M-V with the def2-TZVPD basis set.

Output
strongest force on any atom: 4.4 eV Å⁻¹
charge: +1
energy above the lowest of the compared OMol25 structures with the same formula, charge and spin: 508.0 kJ/mol
orbital gap: 12.02 eV
structure (SMILES): O=C(OO)[C@H]1C[NH2+]1

The geometry in XYZ format:
```
13
Properties=species:S:1:pos:R:3:nbo_charge:R:1
O 1.3347 -0.1604 -1.6158 -0.537
C 1.2772 -0.7949 -0.6304 0.835
O 2.0406 -1.4852 0.1120 -0.238
O 3.3246 -1.8854 -0.3913 -0.381
C -0.2525 -0.4648 0.2360 -0.122
C -0.4214 1.0085 0.3728 -0.215
N -1.0975 0.2919 -0.7016 -0.541
H 4.0032 -1.9692 0.3154 0.508
H -0.7672 -1.2195 0.8536 0.271
H -1.0994 1.5745 0.9186 0.248
H 0.4538 1.4889 0.0555 0.250
H -2.1022 0.1300 -0.5326 0.442
H -1.0488 0.6704 -1.6745 0.481
```

[8]
An isolated ion of composition C3H6NO3S and charge -1 at a distorted geometry. Source: OMol25; level of theory: ωB97M-V with the def2-TZVPD basis set.

Output
strongest force on any atom: 4.0 eV Å⁻¹
charge: -1
energy above the lowest of the compared OMol25 structures with the same formula, charge and spin: 385.3 kJ/mol
orbital gap: 7.79 eV

The geometry in XYZ format:
```
14
Properties=species:S:1:pos:R:3:nbo_charge:R:1
C -1.3592 1.6876 1.0544 0.676
C 1.8369 -0.6294 -0.9885 -0.628
C 0.6690 -0.7503 0.1639 -0.200
N -0.4519 0.1029 -0.1417 -0.937
O -2.2215 -1.6161 -0.5442 -0.965
O -1.0833 2.7693 0.5937 -0.692
O -2.4452 1.0442 0.9249 -0.821
S -1.8954 -0.1981 -0.6177 1.612
H -0.6596 1.3594 1.8963 0.019
H 1.2644 -0.9792 -1.7960 0.201
H 2.0662 0.5364 -1.0272 0.207
H 2.8271 -1.1439 -0.8926 0.189
H 0.4074 -1.7398 0.1928 0.171
H 1.0453 -0.4429 1.1819 0.169
```

[9]
A 2-piece molecular cluster, C3H6NO4 overall at a distorted geometry. Source: OMol25; level of theory: ωB97M-V with the def2-TZVPD basis set.

Output
strongest force on any atom: 1.1 eV Å⁻¹
charge: -1
energy above the lowest of the compared OMol25 structures with the same formula, charge and spin: 74.6 kJ/mol
orbital gap: 8.68 eV

The geometry in XYZ format:
```
14
Properties=species:S:1:pos:R:3:nbo_charge:R:1
O 1.1005 -0.2040 1.3368 -0.750
C 0.2614 -0.1384 0.4138 0.686
N -0.5104 0.9305 0.2542 -0.682
C -1.1924 1.3213 -1.0923 0.885
O -2.1898 0.6633 -1.3507 -0.735
O -0.5628 2.2056 -1.6537 -0.730
C 0.0454 -1.3188 -0.5135 -0.730
H -0.2803 1.6484 0.9246 0.386
H -0.1213 -2.1765 0.1433 0.230
H 0.8408 -1.4530 -1.2439 0.221
H -0.9070 -1.1526 -1.0049 0.251
H 3.0926 -2.6869 1.9432 0.448
H 1.9545 -1.6126 1.9605 0.513
O 2.1536 -2.5657 2.1255 -0.992
```

[10]
An isolated ion of composition C3H6NO4 and charge -1 at a distorted geometry. Source: OMol25; level of theory: ωB97M-V with the def2-TZVPD basis set.

Output
strongest force on any atom: 4.1 eV Å⁻¹
charge: -1
energy above the lowest of the compared OMol25 structures with the same formula, charge and spin: 635.6 kJ/mol
orbital gap (alpha / beta): 7.48 / 7.48 eV
structure (SMILES): O=NC(O)(O)CC[O-]

The geometry in XYZ format:
```
14
Properties=species:S:1:pos:R:3:nbo_charge:R:1
O -0.1613 1.9253 -1.0800 -0.438
N 0.6546 1.3244 -0.3548 0.149
C 0.5164 -0.1225 -0.5818 0.501
O 1.8380 -0.4300 -1.0481 -0.714
O -0.3759 -0.3598 -1.6433 -0.760
C 0.1863 -0.8430 0.6494 -0.463
C -0.9759 0.0256 1.2840 -0.027
O -0.5471 1.2633 1.4960 -0.777
H 1.9784 0.0619 -1.8219 0.460
H -0.8131 0.5930 -1.6024 0.470
H 0.9771 -0.7712 1.4833 0.214
H -0.1384 -1.9905 0.5495 0.192
H -1.7867 -0.1431 0.5281 0.084
H -1.3522 -0.5333 2.1420 0.110
```

> Among the records above, which one has the lowest energy above the lowest of the compared OMol25 structures with the same formula, charge and spin?

number 6